Molecular formula: C10H18O4
Method: DFT, ωB97M-V with the def2-TZVPD basis set

Last column: Löwdin charge in e.
Geometry (Å):
1 O -1.1106 1.2298 1.9549  0.088
2 C -1.1859 1.5881 0.7959  -0.502
3 O -1.5952 0.5853 -0.1003  0.022
4 C -0.9640 2.9360 0.2387  -0.137
5 C -0.2030 2.8655 -1.0360  -0.180
6 C 1.3140 2.4780 -0.8007  -0.169
7 C 1.6078 1.1125 -0.1742  -0.203
8 C 1.4599 -0.0664 -1.1832  -0.214
9 C 1.3988 -1.4471 -0.5526  -0.194
10 C -0.0445 -1.7944 -0.0009  -0.213
11 C -0.1023 -3.1288 0.7648  -0.082
12 C -1.5644 -3.4490 1.3002  -0.355
13 O -2.1307 -4.5137 1.5918  0.069
14 O -2.3738 -2.2667 1.1045  0.010
15 H -1.8233 -0.2640 0.3348  0.077
16 H -0.3189 3.4660 1.0535  0.165
17 H -1.9637 3.4432 0.1466  0.151
18 H -0.1440 3.8350 -1.5270  0.115
19 H -0.7723 2.0493 -1.4786  0.104
20 H 1.9313 3.2102 -0.1867  0.129
21 H 1.8131 2.5235 -1.7533  0.092
22 H 2.5736 0.9383 0.2744  0.110
23 H 0.9277 0.8498 0.5909  0.067
24 H 0.5597 0.0874 -1.7125  0.080
25 H 2.3897 -0.0021 -1.8910  0.144
26 H 2.1790 -1.4649 0.2860  0.132
27 H 1.6559 -2.3415 -1.1369  0.104
28 H -0.7335 -1.8385 -0.8950  0.142
29 H -0.3590 -1.0147 0.7019  0.078
30 H 0.3339 -3.9543 0.1315  0.140
31 H 0.4619 -3.0642 1.6652  0.106
32 H -3.2172 -2.5874 1.4930  0.123

For the lowest unoccupied orbital energy, the calculation gives 0.7 eV. The energy is -18851.444 eV. Its total charge is 0. Its structure (SMILES) is O=C(O)CCCCCCCCC(=O)O.

Molecular formula: C10H18Si
Method: DFT, ωB97M-V with the def2-TZVPD basis set

Last column: Löwdin charge in e.
Geometry (Å):
1 C -1.5397 1.8818 -0.1544  -0.027
2 C -0.8924 0.8854 -1.0883  -0.614
3 C 0.3305 1.5382 -1.7383  -0.041
4 C -1.8551 0.4217 -2.0670  -0.075
5 C -2.1144 -0.8996 -1.9366  -0.105
6 C -1.2904 -1.4198 -0.8947  -0.047
7 C -0.4415 -0.3288 -0.2371  -0.151
8 Si 0.9114 -0.6429 1.0162  0.545
9 C 2.1971 0.8246 1.2199  -0.161
10 C 1.8149 -2.2038 0.4229  -0.188
11 C 0.1044 -0.9599 2.7109  -0.200
12 H -2.6259 1.8332 -0.2376  0.090
13 H -1.2813 2.9255 -0.3588  0.089
14 H -1.1670 1.5728 0.8145  0.071
15 H 0.1133 2.4275 -2.3473  0.090
16 H 0.7715 0.6591 -2.2634  0.106
17 H 1.0713 1.8345 -0.9304  0.056
18 H -2.4232 1.0699 -2.7070  0.119
19 H -2.9963 -1.5006 -2.2462  0.114
20 H -1.3963 -2.5167 -0.5596  0.115
21 H 2.1736 1.5200 0.3080  0.025
22 H 1.9230 1.1911 2.2216  0.018
23 H 3.1990 0.5398 1.4101  -0.004
24 H 1.8146 -2.2328 -0.6545  0.011
25 H 2.9225 -2.2236 0.7053  0.060
26 H 1.1051 -2.9612 0.6132  -0.002
27 H -0.8248 -1.6572 2.5255  0.064
28 H 0.6629 -1.5975 3.4040  0.021
29 H -0.2669 0.0194 3.0488  0.020

For the lowest unoccupied orbital energy, the calculation gives 0.5 eV. The energy is -18537.376 eV. Its total charge is 0. Its structure (SMILES) is CC1(C)C=CC=C1[Si](C)(C)C.

Molecular formula: C10H19BN4O6
Method: DFT, ωB97M-V with the def2-TZVPD basis set

Last column: Löwdin charge in e.
Geometry (Å):
1 O -1.4323 2.9028 -0.9517  0.075
2 N -0.6549 3.3690 -1.7203  -0.013
3 O 0.5094 2.6231 -1.7236  -0.091
4 C 1.5904 3.4035 -1.1196  -0.161
5 O 1.8519 2.9933 0.2392  0.012
6 C 1.5604 4.0289 1.1750  -0.389
7 O 0.5718 3.8304 1.9342  0.101
8 N 2.3602 5.2552 1.3378  0.185
9 B 1.5881 6.4997 1.0318  -0.584
10 O 2.2239 7.7611 1.3977  0.087
11 O 0.3025 6.5648 0.4067  0.114
12 H 1.4283 4.5219 -1.2655  0.148
13 H 2.5267 3.1283 -1.7342  0.157
14 H 2.5651 5.3037 2.3576  0.147
15 H 2.7167 7.6376 2.2453  0.102
16 H -0.2790 7.1795 0.9069  0.124
17 C -2.0788 0.2409 0.9304  -0.112
18 C -3.3002 -0.4011 0.2822  -0.288
19 C -3.7476 -1.6806 0.9941  -0.228
20 C -2.6474 -2.7033 0.9592  -0.101
21 N -1.7464 -3.5446 0.9282  -0.036
22 H -1.2070 -0.4183 0.8888  0.069
23 H -1.8129 1.1630 0.4091  0.033
24 H -2.2752 0.4869 1.9787  0.078
25 H -3.0717 -0.6208 -0.7657  0.104
26 H -4.1257 0.3193 0.2876  0.101
27 H -4.6319 -2.0942 0.5018  0.108
28 H -4.0078 -1.4672 2.0366  0.091
29 C 1.2329 -6.9046 -0.9519  -0.113
30 C 1.5764 -5.7458 -1.8818  -0.273
31 C 1.6589 -4.4032 -1.1540  -0.180
32 C 0.3322 -4.0830 -0.5241  0.005
33 N -0.7210 -3.8417 -0.0082  0.061
34 H 0.2476 -6.7772 -0.4960  0.072
35 H 1.2134 -7.8450 -1.5081  0.072
36 H 1.9732 -6.9979 -0.1516  0.078
37 H 0.8234 -5.6920 -2.6745  0.111
38 H 2.5369 -5.9493 -2.3640  0.108
39 H 1.9195 -3.6090 -1.8575  0.113
40 H 2.4299 -4.4347 -0.3767  0.112

For the lowest unoccupied orbital energy, the calculation gives -0.3 eV. The energy is -29591.912 eV. Its total charge is 0.

Molecular formula: C10H19BNO2
Method: DFT, ωB97M-V with the def2-TZVPD basis set

Last column: Löwdin charge in e.
Geometry (Å):
1 B 2.4279 -1.5586 -0.6331  -0.647
2 C -2.4752 0.6499 -3.0659  0.123
3 C -1.7381 1.2650 -2.3655  -0.136
4 C -2.0651 0.2001 1.7062  -0.190
5 C -2.1327 1.1839 0.5973  -0.143
6 C -1.4538 -1.2167 1.4622  -0.074
7 C -0.7269 1.2392 -0.1236  -0.261
8 C -0.0045 -0.1134 -0.2654  -0.129
9 C 2.5637 0.7044 0.8181  -0.074
10 C -0.7570 1.9962 -1.4931  -0.107
11 C 2.0711 -0.0111 -0.4275  0.002
12 N -0.0952 -0.9037 0.9004  -0.016
13 O 1.7400 -2.4249 0.2209  0.125
14 O 3.4313 -1.9854 -1.3577  0.253
15 H -2.9787 -0.0171 -3.7159  0.034
16 H -1.2693 0.5992 2.4303  0.143
17 H -3.0773 -0.0099 2.0808  0.131
18 H -2.9709 0.8222 -0.1044  0.143
19 H -2.5722 2.0420 1.1083  0.128
20 H -1.4291 -1.8349 2.2790  0.107
21 H -2.0514 -1.6089 0.7033  0.117
22 H -0.0221 1.8280 0.4714  0.128
23 H -0.5282 -0.6281 -1.1403  0.167
24 H 2.2327 1.7676 1.0423  0.115
25 H 2.4593 0.1632 1.7396  0.078
26 H 3.5556 0.9262 0.7064  0.057
27 H 0.1759 1.8726 -2.0010  0.109
28 H -1.0918 2.9153 -1.3359  0.074
29 H 1.9894 0.5450 -1.3937  0.119
30 H 0.5255 -0.4195 1.6220  0.181
31 H 0.3630 -1.8793 0.6764  0.151
32 H 2.2616 -3.1998 0.4504  0.140
33 H 3.6423 -2.9088 -1.5922  0.151

For the lowest unoccupied orbital energy, the calculation gives -2.8 eV. The energy is -16931.557 eV. Its total charge is +1.

Molecular formula: C10H19Br6FNO2
Method: DFT, ωB97M-V with the def2-TZVPD basis set

Last column: Löwdin charge in e.
Geometry (Å):
1 O -3.2155 0.6769 -2.9009  0.050
2 C -2.5620 0.8154 -1.8773  -0.496
3 O -2.2157 2.0906 -1.4854  0.070
4 C -2.0622 -0.3009 -1.0038  -0.161
5 C -3.1970 -0.7484 -0.0540  -0.174
6 C -2.7105 -1.2201 1.3648  -0.379
7 N -1.3181 -1.5249 1.4486  -0.100
8 F -0.8873 -0.7543 2.7282  -0.349
9 H -2.3234 2.1673 -0.5300  0.104
10 H -1.7996 -1.1028 -1.6983  0.039
11 H -1.1616 -0.0378 -0.4489  0.023
12 H -3.7725 -1.5381 -0.5461  0.094
13 H -3.8914 0.0904 0.0909  0.095
14 H -2.9376 -0.4110 2.0736  0.084
15 H -3.3921 -2.0557 1.6565  0.069
16 Br -2.0428 -2.5117 -3.9502  0.684
17 C -2.1452 -1.2385 -5.4066  -0.689
18 C -0.9465 -1.3151 -6.3139  -0.706
19 Br 0.6312 -0.5085 -5.5117  0.601
20 H -2.2663 -0.2624 -4.9453  0.033
21 H -3.0490 -1.4913 -5.9568  0.058
22 H -1.1279 -0.7547 -7.2286  0.052
23 H -0.6802 -2.3383 -6.5586  0.043
24 Br 0.8566 3.5907 1.9597  0.548
25 C 0.3066 1.7769 2.4449  -0.685
26 C 1.3556 0.7543 2.1272  -0.728
27 Br 1.4446 0.3458 0.2378  0.649
28 H -0.6235 1.5827 1.9229  0.035
29 H 0.1250 1.8071 3.5160  0.061
30 H 1.0862 -0.1872 2.6000  0.028
31 H 2.3468 1.0708 2.4358  -0.027
32 Br 4.6315 2.5844 3.6126  0.625
33 C 5.7413 1.0189 3.9228  -0.700
34 C 5.0834 -0.2435 3.4293  -0.691
35 Br 3.6697 -0.8311 4.6255  0.638
36 H 5.9454 0.9822 4.9879  0.044
37 H 6.6652 1.2056 3.3798  0.053
38 H 5.8026 -1.0591 3.4055  0.054
39 H 4.6363 -0.1241 2.4465  0.050

For the lowest unoccupied orbital energy, the calculation gives 2.3 eV. The energy is -439234.386 eV. Its total charge is -1.

Molecular formula: C10H19Cl4CrO9
Method: DFT, ωB97M-V with the def2-TZVPD basis set

Last column: Löwdin charge in e.
Geometry (Å):
1 Cr 0.0645 0.8641 -1.0946  0.313
2 Cl -0.5467 -0.2601 0.9952  -0.085
3 C -1.5072 4.8377 -1.9825  -0.066
4 O -1.5064 4.9219 -0.5753  -0.013
5 C -0.9024 3.9125 0.1938  -0.412
6 O -0.4082 2.8748 -0.2796  -0.010
7 O -0.9204 4.2350 1.5339  -0.007
8 C -0.4084 3.3248 2.5205  -0.026
9 H -0.5104 5.1871 -2.2514  0.094
10 H -2.1687 5.6069 -2.3812  0.098
11 H -1.6241 3.9092 -2.5414  0.094
12 H 0.6808 3.3668 2.5197  0.096
13 H -0.7331 2.2881 2.4322  0.056
14 H -0.9270 3.6225 3.4318  0.100
15 C -0.2510 -5.8228 -3.2585  -0.052
16 O -0.6584 -5.2683 -1.9833  -0.020
17 C -1.7983 -4.4741 -1.8964  -0.550
18 O -2.4981 -4.0548 -2.7674  0.135
19 O -1.9326 -4.1418 -0.5932  -0.026
20 C -2.6632 -2.9811 -0.2495  -0.069
21 H -0.4414 -5.1064 -4.0576  0.087
22 H -0.6761 -6.7909 -3.5232  0.087
23 H 0.8110 -6.0521 -3.3466  0.083
24 H -3.6678 -3.3513 -0.0450  0.096
25 H -2.8492 -2.1970 -0.9834  0.092
26 H -2.0506 -2.6861 0.6025  0.045
27 C 3.0269 0.5248 2.1804  -0.053
28 O 3.8495 0.5750 1.0592  0.018
29 C 3.3488 0.8075 -0.1646  -0.477
30 O 2.1825 1.1325 -0.4198  0.008
31 O 4.3805 0.5610 -1.0382  0.002
32 C 4.3527 1.2314 -2.2933  -0.045
33 H 2.7437 1.4880 2.6048  0.094
34 H 3.4849 -0.0851 2.9591  0.103
35 H 2.0883 0.0406 1.9109  0.044
36 H 3.7395 2.1326 -2.2975  0.096
37 H 3.8571 0.5213 -2.9552  0.093
38 H 5.3127 1.4006 -2.7810  0.097
39 C -2.4186 -1.1365 4.0578  -1.483
40 Cl -1.3226 -1.0448 5.4871  0.466
41 Cl -3.9075 -0.1760 4.2338  0.507
42 Cl -2.7469 -2.9015 3.8767  0.474
43 H -1.8782 -0.8356 3.1602  -0.085

The expectation value of S² is 8.75. For the lowest unoccupied orbital energy (alpha / beta), the calculation gives -0.3 / -0.2 eV. The energy is -107614.848 eV. As for the spin multiplicity: 6. Its total charge is 0.

Molecular formula: C10H19FN3O3
Method: DFT, ωB97M-V with the def2-TZVPD basis set

Last column: Löwdin charge in e.
Geometry (Å):
1 C 4.3241 -0.6078 -2.0266  -0.094
2 C 3.6284 0.6885 -1.5885  -0.242
3 C 2.2324 0.4046 -1.0039  -0.193
4 C 1.8962 1.3063 0.1879  -0.127
5 N 1.0168 0.6752 1.1930  0.153
6 C -0.2004 0.2502 0.9912  -0.332
7 N -0.9319 -0.3161 2.0004  0.113
8 C -1.5202 -1.6700 1.6766  -0.097
9 C -3.0013 -1.5416 1.2706  -0.067
10 C -3.2610 -2.3789 0.0372  -0.524
11 O -2.8999 -3.5127 -0.0870  0.149
12 O -3.8360 -1.7141 -0.9991  0.115
13 N -0.7546 0.4166 -0.2704  0.105
14 C -1.4280 1.6987 -0.5261  -0.048
15 C -2.3953 2.0758 0.5715  -0.461
16 O -3.5425 1.8044 0.6096  0.187
17 F -1.7929 2.7386 1.5603  0.135
18 H 3.5685 -1.3253 -2.3417  0.072
19 H 4.9813 -0.4432 -2.8735  0.075
20 H 4.8746 -1.0434 -1.1974  0.077
21 H 4.2410 1.2443 -0.8813  0.102
22 H 3.4951 1.3185 -2.4647  0.108
23 H 2.1286 -0.6357 -0.6971  0.112
24 H 1.4998 0.5730 -1.7880  0.106
25 H 1.4516 2.2496 -0.1210  0.122
26 H 2.8121 1.5626 0.7119  0.126
27 H 1.4032 0.5713 2.1204  0.172
28 H -0.3381 -0.4071 2.8185  0.145
29 H -0.9553 -2.0962 0.8503  0.126
30 H -1.4127 -2.3173 2.5365  0.137
31 H -3.6748 -1.8109 2.0783  0.141
32 H -3.1863 -0.5010 1.0174  0.082
33 H -4.3532 -0.9632 -0.6775  0.117
34 H -1.3310 -0.3673 -0.5504  0.134
35 H -2.0225 1.5751 -1.4255  0.147
36 H -0.7159 2.4985 -0.7118  0.127

For the lowest unoccupied orbital energy, the calculation gives -3.8 eV. The energy is -24002.309 eV. Its total charge is +1. Its structure (SMILES) is CCCCN/C(NCCC(=O)O)=[NH+]\CC(=O)F.